{"formula": "F2NO3S", "method": "the ωB97M-V functional and the def2-TZVPD basis", "species": ["O", "S", "O", "O", "N", "F", "F"], "xyz": [[0.32743, -1.51326, -0.65580], [-0.55271, -0.36996, -0.51380], [-0.85715, 0.41589, -1.67970], [-1.71952, -0.65716, 0.29696], [0.50825, 0.98359, 0.67806], [1.78854, 1.05276, 0.16162], [0.49067, -0.10962, 1.63431]], "forces_ev_per_a": [[0.33, 0.99, -0.11], [-0.78, -0.22, 0.07], [0.62, 0.37, -0.42], [0.45, 0.58, 0.30], [-2.29, -2.25, -0.79], [0.21, -0.54, 0.24], [1.47, 1.08, 0.72]], "charge": -1, "energy_ha": -878.33013, "relative_energy_kj_mol": 78.31, "homo_lumo_gap_ev": 9.8553, "homo_ev": -5.621, "mol_weight_da": 132.07, "smiles": "O=S(=O)([O-])N(F)F"}